A cluster of 2 separate species, C6H15OP in total in a non-equilibrium geometry. Source: the Open Molecules 2025 dataset; level of theory: ωB97M-V/def2-TZVPD.

Summary:
HOMO level (spin up / spin down): -7.4 / -7.4 eV
E_LUMO (spin up / spin down): -0.006 / -0.006 Ha
calculated total energy: -17796.7143 eV
largest force on an atom: 0.0733 Eh/bohr
relative energy (zero: lowest compared OMol25 entry of this formula, charge and spin): 456.20 kJ/mol
HOMO-LUMO gap (spin up / spin down): 7.24 / 7.24 eV

Structure (XYZ):
```
23
C6H15OP ωB97M-V/def2-TZVPD
P 0.55 0.07 -0.44
O -0.79 1.91 0.96
C -0.54 -2.44 -0.63
C -0.03 3.04 1.04
C 2.10 -0.43 -0.22
C -0.85 -1.19 1.60
C -0.83 -1.12 0.11
C 0.10 0.80 -2.09
H -0.76 0.29 -2.57
H 0.92 2.71 1.54
H -1.75 -1.44 2.19
H 1.09 1.01 -2.67
H 0.43 -2.95 -0.18
H -1.64 -0.56 -0.41
H 2.98 0.05 -0.75
H -1.38 -3.18 -0.42
H -0.21 -2.07 1.94
H 0.11 3.36 -0.02
H -0.54 -2.18 -1.71
H -0.16 1.83 -1.83
H -0.34 -0.27 2.14
H -0.63 3.70 1.72
H 2.17 -0.92 0.68
```

Mulliken charges, unit e, in atom order:
1. P 0.78
2. O -0.60
3. C -1.14
4. C -0.52
5. C -0.96
6. C -1.21
7. C 0.21
8. C -0.88
9. H 0.35
10. H 0.19
11. H 0.33
12. H 0.32
13. H 0.27
14. H 0.35
15. H 0.26
16. H 0.38
17. H 0.33
18. H 0.15
19. H 0.35
20. H 0.25
21. H 0.25
22. H 0.22
23. H 0.30

A cluster of 2 separate species, C6H16 in total in a non-equilibrium geometry. Source: the Open Molecules 2025 dataset; level of theory: ωB97M-V/def2-TZVPD.

Summary:
structure (SMILES): CCC.CCC
HOMO level: -10.9 eV
E_LUMO: 0.040 Ha
calculated total energy: -6480.5596 eV
largest force on an atom: 0.0370 Eh/bohr
relative energy (zero: lowest compared OMol25 entry of this formula, charge and spin): 105.95 kJ/mol
HOMO-LUMO gap: 11.97 eV

Structure (XYZ):
```
22
C6H16 ωB97M-V/def2-TZVPD
C 2.84 0.64 0.87
C 2.02 -0.47 1.49
C -2.99 0.46 0.07
C 2.43 1.17 -0.52
C -2.63 -0.35 -1.17
C -1.62 -1.45 -0.78
H -0.69 -0.94 -0.50
H 3.19 1.01 -1.26
H 2.50 -1.46 1.33
H 3.89 0.27 1.01
H 2.92 1.52 1.50
H -2.10 1.05 0.28
H 0.96 -0.39 1.22
H 2.07 2.19 -0.43
H -1.45 -2.13 -1.60
H -2.99 -0.09 1.03
H -2.22 0.36 -1.93
H -2.03 -2.06 0.04
H -3.89 1.04 -0.04
H -3.48 -0.61 -1.80
H 1.88 -0.35 2.57
H 1.53 0.65 -0.88
```

Mulliken charges, unit e, in atom order:
1. C -0.27
2. C -0.84
3. C -1.06
4. C -0.86
5. C -0.29
6. C -0.81
7. H -0.02
8. H 0.29
9. H 0.26
10. H 0.30
11. H 0.29
12. H 0.26
13. H 0.11
14. H 0.29
15. H 0.34
16. H 0.31
17. H 0.25
18. H 0.33
19. H 0.32
20. H 0.36
21. H 0.30
22. H 0.14

largest force on an atom of number 2 (C6H16)?
0.0370 Eh/bohr

Repeat the first record exactly.
A cluster of 2 separate species, C6H15OP in total in a non-equilibrium geometry. Source: the Open Molecules 2025 dataset; level of theory: ωB97M-V/def2-TZVPD.

Summary:
HOMO level (spin up / spin down): -7.4 / -7.4 eV
E_LUMO (spin up / spin down): -0.006 / -0.006 Ha
calculated total energy: -17796.7143 eV
largest force on an atom: 0.0733 Eh/bohr
relative energy (zero: lowest compared OMol25 entry of this formula, charge and spin): 456.20 kJ/mol
HOMO-LUMO gap (spin up / spin down): 7.24 / 7.24 eV

Structure (XYZ):
```
23
C6H15OP ωB97M-V/def2-TZVPD
P 0.55 0.07 -0.44
O -0.79 1.91 0.96
C -0.54 -2.44 -0.63
C -0.03 3.04 1.04
C 2.10 -0.43 -0.22
C -0.85 -1.19 1.60
C -0.83 -1.12 0.11
C 0.10 0.80 -2.09
H -0.76 0.29 -2.57
H 0.92 2.71 1.54
H -1.75 -1.44 2.19
H 1.09 1.01 -2.67
H 0.43 -2.95 -0.18
H -1.64 -0.56 -0.41
H 2.98 0.05 -0.75
H -1.38 -3.18 -0.42
H -0.21 -2.07 1.94
H 0.11 3.36 -0.02
H -0.54 -2.18 -1.71
H -0.16 1.83 -1.83
H -0.34 -0.27 2.14
H -0.63 3.70 1.72
H 2.17 -0.92 0.68
```

Mulliken charges, unit e, in atom order:
1. P 0.78
2. O -0.60
3. C -1.14
4. C -0.52
5. C -0.96
6. C -1.21
7. C 0.21
8. C -0.88
9. H 0.35
10. H 0.19
11. H 0.33
12. H 0.32
13. H 0.27
14. H 0.35
15. H 0.26
16. H 0.38
17. H 0.33
18. H 0.15
19. H 0.35
20. H 0.25
21. H 0.25
22. H 0.22
23. H 0.30

What is the calculated total energy in the second record?
-6480.5596 eV

Look up the relative energy (zero: lowest compared OMol25 entry of this formula, charge and spin) of the second one.
105.95 kJ/mol